Density functional theory data (ωB97M-V with the def2-TZVPD basis set) for a 4-piece molecular cluster, C21H51N5O3 overall.

Each line ends with the Löwdin charge.
Cartesian coordinates (Å):
N1 2.627 -1.201 -1.331  0.084
O1 2.550 -0.368 -0.175  -0.073
C1 1.269 -0.313 0.323  -0.551
O2 1.108 -0.352 1.506  0.148
N2 0.216 -0.099 -0.598  0.059
C2 -0.458 -1.286 -1.127  -0.167
C3 -0.788 -2.263 -0.024  -0.241
O3 -0.366 -3.398 -0.021  0.058
H1 3.244 -0.700 -1.963  0.093
H2 3.119 -2.032 -1.013  0.103
H3 0.513 0.529 -1.335  0.125
H4 -1.415 -0.956 -1.554  0.121
H5 0.095 -1.829 -1.897  0.110
H6 -1.462 -1.921 0.782  0.131
C4 -5.403 2.531 -3.137  -0.090
C5 -4.153 2.173 -3.927  -0.276
N3 -3.912 0.742 -3.991  -0.203
C6 -2.586 0.398 -4.465  -0.264
C7 -2.207 0.767 -5.904  -0.083
C8 -5.006 -0.057 -4.516  -0.247
C9 -5.525 0.270 -5.922  -0.081
H7 -5.377 2.076 -2.146  0.080
H8 -5.465 3.613 -3.017  0.073
H9 -6.315 2.207 -3.641  0.064
H10 -3.289 2.624 -3.431  0.116
H11 -4.217 2.639 -4.923  0.102
H12 -2.445 -0.678 -4.326  0.108
H13 -1.869 0.879 -3.790  0.101
H14 -2.698 0.124 -6.634  0.056
H15 -1.130 0.647 -6.043  0.070
H16 -2.453 1.803 -6.138  0.067
H17 -5.843 0.019 -3.818  0.101
H18 -4.699 -1.105 -4.478  0.114
H19 -5.677 1.342 -6.060  0.066
H20 -6.489 -0.217 -6.079  0.072
H21 -4.854 -0.081 -6.705  0.054
C10 -1.952 -5.281 2.420  -0.089
C11 -1.314 -4.167 3.233  -0.272
N4 -2.240 -3.514 4.142  -0.200
C12 -1.730 -2.268 4.687  -0.248
C13 -0.494 -2.324 5.591  -0.084
C14 -2.924 -4.390 5.077  -0.249
C15 -2.068 -5.255 6.011  -0.083
H22 -2.842 -4.921 1.901  0.080
H23 -1.244 -5.637 1.673  0.068
H24 -2.235 -6.134 3.040  0.063
H25 -0.948 -3.408 2.539  0.090
H26 -0.425 -4.568 3.746  0.106
H27 -2.546 -1.777 5.226  0.110
H28 -1.502 -1.615 3.838  0.106
H29 -0.724 -2.731 6.575  0.053
H30 -0.105 -1.315 5.741  0.070
H31 0.306 -2.919 5.151  0.067
H32 -3.573 -5.054 4.501  0.100
H33 -3.601 -3.774 5.673  0.113
H34 -1.259 -5.753 5.475  0.065
H35 -2.688 -6.033 6.460  0.070
H36 -1.631 -4.679 6.826  0.053
C16 6.938 5.250 -0.636  -0.092
C17 5.559 4.647 -0.415  -0.278
N5 5.602 3.234 -0.087  -0.202
C18 4.311 2.578 -0.170  -0.255
C19 3.207 3.018 0.799  -0.074
C20 6.423 2.880 1.060  -0.246
C21 6.101 3.540 2.406  -0.081
H37 7.496 4.676 -1.377  0.079
H38 6.838 6.274 -1.000  0.072
H39 7.523 5.287 0.283  0.064
H40 4.984 4.746 -1.340  0.116
H41 5.028 5.246 0.343  0.102
H42 4.466 1.502 -0.060  0.099
H43 3.943 2.720 -1.193  0.109
H44 3.385 2.661 1.813  0.062
H45 2.249 2.603 0.480  0.061
H46 3.098 4.103 0.829  0.068
H47 7.463 3.105 0.810  0.100
H48 6.385 1.794 1.171  0.114
H49 5.952 4.617 2.306  0.066
H50 6.934 3.390 3.095  0.071
H51 5.213 3.117 2.874  0.055

Highest occupied orbital energy = -7.809 eV
Relative energy (zero: lowest compared OMol25 entry of this formula, charge and spin) = 3.459 eV
Total charge = 0
SMILES string = NOC(=O)NCC=O.CCN(CC)CC.CCN(CC)CC.CCN(CC)CC
2S+1 = 1
Kohn-Sham gap = 8.173 eV
Electronic energy = -36194.163 eV